Entry 1:
A 13-piece molecular cluster, H26O13 overall at a distorted geometry, computed with ωB97M-V with the def2-TZVPD basis set.

## Properties
Energy above the lowest of the compared OMol25 structures with the same formula, charge and spin (kcal/mol): 37.9
Kohn-Sham gap (eV): 10.14
E_LUMO (eV): -0.218
E_HOMO (eV): -10.4

The geometry in ORCA input format:
```
! RIJCOSX wB97M-V def2-TZVPD def2/J DEFGRID3
* xyz 0 1
O 7.22 0.69 17.18
H 2.28 1.99 13.75
O 5.05 3.76 18.28
H 7.87 -1.23 14.57
H 5.39 -1.58 16.27
H 7.92 2.48 13.01
H 5.00 2.68 15.19
O 4.17 -0.38 15.55
O 5.74 -1.11 12.89
O 3.04 2.50 13.47
H 6.63 0.08 17.58
H 6.72 1.33 16.70
O 2.32 2.35 16.75
H 8.08 4.17 17.22
H 3.94 4.99 15.17
O 5.13 4.63 12.53
H 1.39 2.54 16.95
O 7.43 3.13 13.50
H 5.77 3.77 17.68
O 3.57 4.22 15.61
H 3.13 3.71 14.92
H 3.62 -0.59 16.29
H 2.68 3.20 16.44
O 7.70 -0.30 14.41
H 5.33 5.21 11.83
H 7.29 0.02 15.20
O 7.31 3.78 16.83
H 3.76 1.93 13.21
H 5.49 4.01 19.11
H 5.25 -1.75 13.39
O 5.59 1.96 15.16
H 6.88 2.57 14.07
H 7.15 4.37 16.08
H 5.92 4.17 12.80
H 5.02 1.16 15.25
O 6.21 -1.96 16.65
H 3.55 -0.56 14.81
H 6.03 -2.81 17.00
H 6.41 -0.79 13.52
*
```

---

Entry 2:
A 15-piece molecular cluster, C21H64F6N26O17 overall at a distorted geometry, computed with ωB97M-V with the def2-TZVPD basis set.

## Properties
Kohn-Sham gap (alpha / beta) (eV): 8.17 / 5.11
E_LUMO (alpha / beta) (eV): 1.491 / -1.567
E_HOMO (alpha / beta) (eV): -6.7 / -6.7

The geometry in ORCA input format:
```
! RIJCOSX wB97M-V def2-TZVPD def2/J DEFGRID3
* xyz -1 2
C 4.73 5.30 0.69
N -2.11 -1.50 5.32
H -1.59 -5.68 0.38
H -2.82 2.51 2.23
H 7.51 1.93 -2.73
H -4.23 -6.47 -2.40
N 6.52 2.12 -2.73
C 1.49 -5.37 -0.33
O -0.86 -0.75 -0.14
H -4.51 -4.83 0.34
O 4.13 0.56 3.20
F 1.09 0.62 1.26
H -3.53 4.48 -4.16
F 1.49 4.27 4.54
H -3.09 -6.17 0.95
F 1.68 1.90 -0.32
H -2.70 -0.21 -5.42
H -0.81 -3.79 1.35
N 4.65 2.33 -1.63
C 1.71 4.11 3.27
N 2.21 0.95 -4.00
H 4.45 2.97 -2.39
C -3.72 0.87 2.61
N 1.84 -5.21 0.90
C 3.27 4.74 0.70
N 2.18 -1.72 3.95
H -4.24 -7.19 -0.87
H 5.03 -2.83 3.90
O 2.88 -3.60 4.85
C 2.06 5.55 2.65
O 0.79 -6.24 -0.76
H 5.25 5.40 1.64
H 1.20 -1.91 4.08
H -2.92 -0.80 1.81
C 0.65 1.22 0.10
H -2.39 1.16 1.13
O -2.09 5.18 -1.24
O 2.84 2.05 -5.88
H -1.76 -0.10 -3.93
H -5.08 -4.31 1.97
H 0.48 -2.10 0.60
C 3.09 -2.55 4.29
C -2.93 -5.66 -1.13
C 0.14 0.11 -0.85
N -2.16 2.68 -3.30
H 1.89 -4.61 -1.99
O -4.51 1.42 3.36
H -2.36 5.77 1.24
C -0.87 -1.79 5.53
H -0.53 -2.70 -0.83
H -1.50 1.98 -2.99
N -2.36 -0.61 -4.56
H -4.23 -2.42 -0.91
H 3.13 1.00 -3.57
F 0.74 3.51 2.61
C -1.77 3.57 -4.13
N 0.88 1.24 -5.85
H -2.33 -0.67 5.85
H 3.31 3.74 1.13
H -1.21 -2.08 -2.88
H -2.30 5.39 -4.81
H -4.30 -0.91 2.88
H 4.62 0.77 0.15
H 5.32 4.82 -0.09
H 0.05 1.13 -5.29
H -1.73 -3.52 -3.83
O -0.34 0.43 -2.23
H -1.37 -2.27 2.13
N -3.64 -1.64 -1.14
H -2.42 0.38 -1.20
C -0.49 -2.15 0.11
N -1.43 5.62 0.89
H -0.70 5.57 1.59
O 6.21 1.00 -0.88
N -3.40 0.48 -1.40
O -6.55 -2.60 1.07
N 2.30 -4.65 -1.06
H -2.85 -2.04 4.89
O -0.08 -1.10 6.12
H 2.61 -4.57 1.04
O 1.41 6.74 2.98
H 0.43 -3.18 5.44
N 4.28 -2.16 3.87
H 1.39 0.85 -3.42
O -3.10 -2.58 -5.32
H -1.07 -3.64 4.64
C -1.31 -2.83 1.20
H -7.03 -3.43 -1.19
F -0.38 2.07 0.37
C -2.35 -1.91 -4.61
N -0.47 -2.94 5.05
H -3.76 1.42 -1.44
F 2.64 3.24 3.27
H 0.19 3.95 -0.93
H 3.06 5.64 3.07
N -3.90 -6.43 -1.44
H -2.95 2.95 -2.73
N -1.62 -2.52 -3.69
H 3.08 4.38 -0.31
N -5.03 -4.23 0.97
H 0.84 1.57 -6.80
O -5.52 -0.51 -1.58
N 5.71 1.51 1.99
H 4.74 6.35 0.41
C -4.28 -0.53 -1.36
N -2.53 4.56 -4.29
H 2.59 -3.72 -0.79
C 5.84 1.76 -1.71
N -3.70 -0.36 2.27
H 0.67 5.23 0.18
C -1.23 5.21 -0.36
H 5.66 1.89 1.06
N -2.57 -5.80 0.17
N 0.04 4.86 -0.51
C 4.57 0.89 2.13
N -2.82 1.54 1.96
O -0.66 3.53 -4.63
H 2.35 -0.83 3.48
H 6.19 1.83 2.82
H 1.29 -5.71 1.59
H 6.12 2.86 -3.29
O 2.23 5.62 1.20
H 3.93 2.23 -0.93
C -5.91 -3.48 0.48
H 4.35 -1.31 3.33
H -2.64 -1.68 -0.97
H -5.64 -4.52 -1.14
N 4.01 0.70 0.96
H 3.10 0.28 0.94
H -2.33 -3.06 0.90
N -6.20 -3.78 -0.73
O -2.38 -5.02 -1.89
C 1.98 1.46 -5.22
H 1.05 -0.49 -0.90
*
```

---

Entry 3:
C18H17BrIrN6OS as an isolated structure at a distorted geometry, computed with ωB97M-V with the def2-TZVPD basis set.

## Properties
Energy above the lowest of the compared OMol25 structures with the same formula, charge and spin (kcal/mol): 5.2
Kohn-Sham gap (alpha / beta) (eV): 5.13 / 6.32
E_LUMO (alpha / beta) (eV): -7.909 / -7.806
E_HOMO (alpha / beta) (eV): -13.0 / -14.1

The geometry in ORCA input format:
```
! RIJCOSX wB97M-V def2-TZVPD def2/J DEFGRID3
* xyz 2 2
N 2.93 2.37 -0.26
H 3.51 -1.84 1.05
C -0.09 2.06 0.32
C 1.02 5.65 -3.13
C 2.34 1.27 0.20
H -4.46 -4.57 1.06
C 0.91 1.07 0.37
N -1.42 -2.38 2.97
H -2.76 0.07 0.91
H -3.63 -2.35 0.27
C 1.44 -1.32 0.86
H 2.92 2.27 -2.95
C -1.73 0.37 0.75
H -3.28 -4.60 -0.25
N -3.13 -2.89 0.97
Ir -1.05 -2.61 1.07
C -2.47 -5.11 1.69
H 0.17 3.10 0.16
H 0.52 6.60 -3.20
C 3.24 0.21 0.51
S 0.22 -1.66 5.08
C -1.40 1.71 0.53
H -2.18 2.46 0.53
H -2.60 -6.18 1.59
C 1.32 4.93 -4.29
C 2.82 -1.05 0.82
C 2.38 3.20 -3.01
N 2.36 3.41 -0.62
H 1.18 5.70 -1.00
N -1.09 -4.68 1.32
O 0.97 -2.48 1.12
C 2.01 3.72 -4.23
C 0.50 -0.23 0.65
C 2.05 3.91 -1.83
C -0.66 -2.06 3.86
C -3.43 -4.35 0.80
H -0.42 -5.02 2.01
H 4.30 0.44 0.45
N -0.81 -0.58 0.79
H -2.63 -4.83 2.73
H 2.25 3.19 -5.14
H -0.82 -5.12 0.44
C 1.39 5.15 -1.91
H -3.49 -2.60 1.88
Br 0.82 5.62 -5.96
*
```

---

Entry 4:
A single C4H5NO molecule at a distorted geometry, computed with ωB97M-V with the def2-TZVPD basis set.

## Properties
SMILES: Nc1ccoc1
Energy above the lowest of the compared OMol25 structures with the same formula, charge and spin (kcal/mol): 35.7
Kohn-Sham gap (eV): 9.16
E_LUMO (eV): 1.044
E_HOMO (eV): -8.1

The geometry in ORCA input format:
```
! RIJCOSX wB97M-V def2-TZVPD def2/J DEFGRID3
* xyz 0 1
H 2.67 0.86 0.07
H -2.43 0.37 0.70
O 1.63 -0.80 0.05
C -0.51 0.00 0.03
C 0.29 -1.12 -0.12
H -2.14 -0.98 -0.20
N -1.86 0.00 -0.11
C 0.38 1.12 -0.05
H 0.32 2.20 -0.21
C 1.62 0.51 -0.08
H 0.03 -2.15 -0.07
*
```

---

Entry 5:
A single C5H8O2 molecule at a distorted geometry, computed with ωB97M-V with the def2-TZVPD basis set.

## Properties
SMILES: C1CO[C@@H]2C[C@@H]2O1
Energy above the lowest of the compared OMol25 structures with the same formula, charge and spin (kcal/mol): 72.4
Kohn-Sham gap (eV): 9.46
E_LUMO (eV): 1.074
E_HOMO (eV): -8.4

The geometry in ORCA input format:
```
! RIJCOSX wB97M-V def2-TZVPD def2/J DEFGRID3
* xyz 0 1
H 0.81 1.54 0.51
H 1.64 1.62 -1.06
O 0.77 -1.07 0.72
H -0.98 -2.02 0.81
H -1.93 -0.17 -1.32
C -0.56 -1.16 0.30
O -0.20 0.85 -1.18
C 0.99 1.01 -0.44
C -1.15 0.03 -0.58
C -1.59 0.18 0.79
H -2.66 -0.01 0.97
H -1.09 0.82 1.51
H 2.58 -0.24 0.33
C 1.60 -0.34 -0.16
H 1.72 -0.90 -1.10
*
```

---

Entry 6:
A single C4H5ClO2S molecule at a distorted geometry, computed with ωB97M-V with the def2-TZVPD basis set.

## Properties
SMILES: O[C@@H]1C(=S)[C@H](O)[C@@H]1Cl
Energy above the lowest of the compared OMol25 structures with the same formula, charge and spin (kcal/mol): 100.3
Kohn-Sham gap (eV): 7.87
E_LUMO (eV): -1.131
E_HOMO (eV): -9.0

The geometry in ORCA input format:
```
! RIJCOSX wB97M-V def2-TZVPD def2/J DEFGRID3
* xyz 0 1
H 0.89 0.00 -2.00
O 0.31 1.25 0.98
H -0.34 -1.96 -0.75
O 0.38 -1.28 1.03
H -0.63 1.95 -0.84
C -1.25 -0.02 -0.23
C -0.13 -0.98 -0.30
H 0.37 -0.39 1.41
C 1.00 0.12 -0.87
S -2.95 -0.07 -0.09
H 0.91 2.20 0.97
C -0.07 1.12 -0.34
Cl 2.54 -0.11 -0.17
*
```

---

Entry 7:
A single C14H14N4O3S molecule at a distorted geometry, computed with ωB97M-V with the def2-TZVPD basis set.

## Properties
SMILES: Cc1ccccc1NCC(=O)N/N=C\c1ccc([N+](=O)[O-])s1
Energy above the lowest of the compared OMol25 structures with the same formula, charge and spin (kcal/mol): 134.8
Kohn-Sham gap (eV): 6.96
E_LUMO (eV): -1.389
E_HOMO (eV): -8.3

The geometry in ORCA input format:
```
! RIJCOSX wB97M-V def2-TZVPD def2/J DEFGRID3
* xyz 0 1
H -3.52 2.38 -1.41
C -2.48 1.69 1.21
H -2.79 1.49 2.24
H 0.32 -0.59 -3.74
C -1.78 1.19 -1.75
H -3.06 2.55 0.84
H 4.02 -0.93 -0.53
N -2.74 0.50 0.41
C -0.95 0.86 -2.81
H 1.60 -0.05 -0.12
C 2.11 -0.74 0.54
C -1.02 2.09 1.22
H -1.52 -1.74 -0.06
C -1.95 0.25 -0.71
C 3.39 -1.23 0.29
H 0.84 1.26 1.41
N -0.56 -0.07 2.10
H -0.81 1.58 -3.60
H -2.00 3.23 -1.12
C -1.35 -1.00 -0.84
S 2.56 -2.46 2.42
O -0.59 3.17 0.88
H -2.52 2.90 -2.77
C -0.32 -0.37 -2.90
H -2.79 -0.32 1.00
C -0.55 -1.32 -1.91
H -0.23 -1.91 2.75
N -0.15 1.08 1.56
N 4.99 -2.86 1.31
O 5.83 -2.63 0.47
C 1.52 -1.30 1.67
C 0.20 -1.09 2.19
C 3.77 -2.15 1.23
H -0.09 -2.30 -1.98
O 5.10 -3.65 2.23
C -2.50 2.50 -1.76
*
```

---

Entry 8:
C20H40O28RbS4Y as an isolated structure at a distorted geometry, computed with ωB97M-V with the def2-TZVPD basis set.

## Properties
Kohn-Sham gap (eV): 6.80
E_LUMO (eV): -1.335
E_HOMO (eV): -8.1

The geometry in ORCA input format:
```
! RIJCOSX wB97M-V def2-TZVPD def2/J DEFGRID3
* xyz 0 1
H -1.41 -3.03 -6.74
H 1.51 -1.23 0.90
H 6.38 -3.43 2.24
S 4.59 1.78 0.55
O -0.89 3.30 3.92
H -5.85 6.09 1.04
H 1.52 -4.15 -1.97
O -1.28 1.77 5.39
H 0.04 -3.30 -2.15
O -3.82 -2.07 1.19
O 0.42 1.70 -6.17
O 3.54 2.96 -0.15
O -4.38 -3.57 3.00
H -1.03 0.32 6.76
S 1.43 0.67 -5.83
H 1.42 1.57 1.90
C -1.61 0.47 5.85
H 0.93 -2.86 0.99
H 6.57 -5.55 0.95
O 0.54 -4.52 -3.71
C 4.17 -2.65 1.24
H 1.57 3.56 0.63
C -0.94 4.04 2.74
S -1.06 -0.03 -0.32
H -4.86 6.20 -0.38
O 5.69 2.46 1.14
H 6.76 -2.55 0.99
H -0.75 -4.28 -7.74
C -0.21 -3.84 -4.56
C 1.58 -0.02 -3.31
H -0.24 4.88 2.69
H -1.97 4.36 2.64
O 4.38 -1.90 2.16
C -0.49 -3.54 -6.98
C 2.11 2.77 0.10
H -4.45 8.20 1.06
H 3.05 1.64 -2.84
C 7.08 -4.65 0.61
H -4.78 1.64 -1.20
O 4.90 0.70 -0.33
C 1.79 -2.23 1.23
C -4.13 7.24 1.44
O -2.86 -1.60 3.12
C -1.54 2.11 4.13
S -3.32 -2.77 2.38
H 1.86 0.63 0.46
C 2.10 1.51 1.04
O 0.95 -0.32 -4.59
H -0.56 -5.12 -0.69
C -4.20 2.52 -1.46
H 7.13 -4.65 -0.48
C -4.11 3.72 0.62
O 2.99 -2.78 0.59
C -3.08 0.29 6.27
O -0.18 1.10 -0.61
Rb -3.16 -2.84 -1.46
H -3.81 -0.08 5.56
C 6.28 -3.52 1.15
H -3.05 7.13 1.36
O -2.48 0.37 -0.43
O -1.13 -0.22 1.12
C -4.81 6.08 0.70
C 2.20 1.42 -3.48
H -3.04 -0.41 7.11
Y -3.35 0.18 1.59
O 2.57 1.37 -4.77
H -4.29 7.16 2.52
C 0.49 -4.28 -2.31
C -0.20 -5.45 -1.66
H -1.04 -5.85 -2.22
H 8.09 -4.65 1.00
O 0.05 -4.27 -5.83
H 1.45 2.19 -3.28
H -1.41 -0.28 5.07
O -4.13 4.95 1.24
H 2.42 -0.68 -3.11
O -3.77 2.72 1.21
O 5.01 -3.48 0.69
O -2.26 -3.79 2.12
H 0.55 -6.25 -1.59
O 3.40 1.36 1.62
H -3.48 1.23 6.64
H 0.25 -2.91 -7.48
H 1.72 -2.33 2.31
O -0.65 -1.30 -0.95
H -3.17 2.18 -1.51
H 1.67 2.57 -0.87
O -4.32 3.77 -0.76
H 0.83 -0.09 -2.52
H -4.39 2.62 -2.53
O -1.14 -2.98 -4.27
H -0.72 3.37 1.90
O -2.25 1.47 3.27
O 2.10 -0.08 -6.88
*
```

---

Entry 9:
C41H43ClN5O3Tc as an isolated structure, computed with ωB97M-V with the def2-TZVPD basis set.

## Properties
Kohn-Sham gap (alpha / beta) (eV): 6.28 / 4.38
E_LUMO (alpha / beta) (eV): -9.055 / -10.956
E_HOMO (alpha / beta) (eV): -15.3 / -15.3

The geometry in ORCA input format:
```
! RIJCOSX wB97M-V def2-TZVPD def2/J DEFGRID3
* xyz 3 2
H -2.41 4.94 -3.09
C 3.52 0.66 2.67
C -2.41 3.92 -2.71
C 3.59 -1.22 1.30
H 1.75 1.76 0.58
H 1.07 -5.98 5.69
C -1.88 1.51 -3.35
H -5.24 -2.88 3.91
N -1.19 -1.07 2.88
H 3.93 2.34 -6.56
H -5.47 -1.12 4.03
H -1.54 -0.78 0.10
C -0.56 -1.18 4.12
C 4.89 0.85 2.52
C -1.05 0.47 -4.13
H -0.80 -0.39 4.81
C 0.83 -0.02 -6.48
H -1.85 4.31 -5.40
C 3.07 1.70 -6.50
H -1.83 -0.28 2.80
C 1.03 -2.97 4.23
H 0.03 3.64 5.38
H -1.15 -5.23 6.42
C -1.64 3.02 -3.69
C -2.73 -4.51 1.04
C -2.17 3.31 -5.11
H 0.88 1.13 -3.26
H -1.94 3.94 -1.73
H 2.51 -4.53 4.27
N 2.89 -0.36 2.05
H 2.68 2.01 -4.44
C -1.70 -2.25 2.21
H -3.26 3.32 -5.17
C -5.12 -1.93 3.39
C -0.80 0.00 -0.02
N -0.83 0.90 -0.98
O 1.73 -2.09 3.45
H -2.00 -3.00 5.75
N 0.26 0.21 0.77
C 2.63 1.03 -7.68
C -3.57 -3.69 1.78
H -0.02 -0.68 -6.45
H -3.49 1.58 -4.50
H -0.75 -4.89 0.32
H 1.22 -0.35 -8.56
H 0.20 -2.87 1.37
C 0.71 -5.01 5.38
C 0.75 3.03 4.85
C 2.06 3.48 4.70
H -1.33 0.60 -5.18
H 3.99 3.09 3.88
H 5.39 1.65 3.04
C 1.51 0.16 -7.65
C 0.39 1.78 4.37
H -0.13 4.53 -3.79
H 6.67 0.10 1.59
C 4.94 -1.07 1.09
H 0.80 -0.56 -3.69
O -3.24 1.17 -3.66
H 2.35 4.44 5.11
H 0.34 3.19 -2.76
C -0.23 -2.53 4.63
H -0.63 1.47 4.53
H -1.77 2.62 -5.86
H -2.59 1.92 -1.35
C -0.87 -3.08 1.47
Cl 3.46 1.26 -9.11
C -1.39 -4.22 0.88
C 1.24 0.66 -5.30
C 0.50 0.44 -4.02
H -5.68 -1.93 2.46
Tc 0.87 -0.66 2.64
C -0.17 3.45 -3.68
C -1.03 -3.33 5.42
N 0.22 1.75 -0.85
C 2.62 1.49 3.48
C -0.55 -4.59 5.79
C -3.05 -2.55 2.38
H 5.47 -1.79 0.47
H 0.37 3.04 -4.53
H -1.45 -0.50 -3.86
C 2.99 2.71 4.01
H -3.45 3.61 -2.60
O -3.73 -1.67 3.14
H -3.15 -5.40 0.59
H -4.61 -3.95 1.90
C 1.30 0.99 3.67
C 1.52 -4.21 4.59
H -2.56 0.22 -1.81
C 0.86 1.30 0.19
C 5.60 -0.03 1.72
C -2.00 1.15 -1.84
C 2.38 1.51 -5.34
H 3.03 -2.04 0.87
*
```